Computed, not measured: C29H34ClI2N4O2PbS2 as an isolated structure, with wB97M-V/def2-TZVPD.

Results
Calculated total energy (a.u.): -3539.65640
Frontier orbital gap (eV): 7.5730
Relative energy (zero: lowest compared OMol25 entry of this formula, charge and spin) (kcal per mole): 0.4

ORCA input file:
```
! RIJCOSX wB97M-V def2-TZVPD def2/J DEFGRID3
* xyz 1 1
H 2.52 1.99 3.21
Pb 0.47 0.45 -0.39
C 0.74 2.81 2.28
C -0.87 -1.26 -2.88
C -2.05 0.86 5.56
C -2.92 2.99 -2.97
N -1.97 0.97 0.37
I -0.71 -1.54 2.83
C -0.70 -3.89 -3.84
C -4.27 0.68 3.97
C -2.89 0.06 0.05
C -1.02 4.38 -1.52
C -6.10 1.99 0.12
H -2.23 -0.17 5.87
C -0.79 3.01 -1.77
C -3.14 4.30 -2.64
H 2.80 3.43 2.21
C -3.71 2.60 0.54
Cl -4.63 5.09 -3.10
H -2.26 0.63 -3.79
H -2.59 1.54 6.21
C -2.00 -1.95 -3.24
H -7.34 3.40 -0.64
H -3.98 3.62 0.76
H -2.82 -3.80 -4.00
C 1.77 -3.79 -3.53
C 2.86 -3.08 -3.12
H -0.10 -4.13 2.63
O 2.51 1.67 1.18
S -2.52 1.10 3.84
H 1.36 -3.22 3.09
C 4.08 0.39 -0.07
C -4.66 1.65 0.20
H -0.26 4.92 -0.98
C 0.50 -3.25 2.44
H -0.98 1.06 5.64
C -1.91 -3.27 -3.73
C 3.89 1.33 1.10
S -7.22 1.06 0.88
H -2.97 -1.48 -3.14
H 3.85 -3.50 -3.16
C 2.66 -1.78 -2.61
N -0.89 0.06 -2.38
H 3.52 -0.54 0.08
C -4.23 0.34 -0.03
H 1.87 -4.80 -3.92
H 4.49 2.24 0.97
C -2.17 5.01 -1.93
H -4.72 0.76 2.98
H -2.33 6.06 -1.71
C 0.48 -3.21 -3.45
H 3.74 0.86 -1.00
H 0.48 3.47 3.10
C -2.38 2.21 0.62
C -1.65 0.93 -2.93
C 0.40 -1.89 -2.95
H -2.52 -0.95 -0.14
H -4.78 1.37 4.64
H -0.62 -4.90 -4.22
C 2.22 2.50 2.29
H 0.49 3.30 1.34
H 0.15 1.90 2.38
H 4.20 0.85 2.03
H -4.96 -0.43 -0.26
N -6.38 3.11 -0.56
I 1.20 -3.40 0.44
H -4.40 -0.34 4.33
H -3.66 2.45 -3.56
H 5.13 0.13 -0.19
H -5.69 3.60 -1.11
O 0.28 2.46 -1.26
C -1.77 2.32 -2.53
H -1.62 2.93 0.90
N 1.49 -1.20 -2.52
H 3.51 -1.21 -2.25
*
```

Löwdin population analysis, charges in e, atoms 1 to 6: 0.13 1.37 -0.08 -0.23 -0.42 -0.06

=====

Computed, not measured: C29H34F3N7O10PbS2 as an isolated structure, with wB97M-V/def2-TZVPD.

Results
Calculated total energy (a.u.): -3549.95754
Frontier orbital gap (eV): 7.1054

ORCA input file:
```
! RIJCOSX wB97M-V def2-TZVPD def2/J DEFGRID3
* xyz 0 1
C 0.21 -3.52 -5.48
C -2.91 -2.60 -2.69
H 0.99 -3.78 -6.19
C 0.07 -0.65 4.81
H 3.63 1.78 -2.87
H -2.18 1.06 -2.49
C -4.53 1.75 0.35
N 2.59 0.84 -1.29
O 1.78 -3.25 0.88
F 4.73 -2.56 -0.75
O -1.30 1.30 1.92
N -2.80 2.45 4.12
C -2.10 -3.43 -4.90
N -0.81 1.04 -3.98
H 1.79 0.31 -3.73
C -1.79 -2.91 -3.65
Pb 0.67 0.21 0.67
C 0.20 1.58 -3.05
H -3.14 -3.59 -5.16
C 2.63 1.79 -2.41
H 0.92 3.38 0.39
H 0.25 3.63 -3.71
C -2.45 0.87 -0.62
O -7.29 2.98 2.19
H -5.00 1.63 -0.61
H -1.06 3.28 -2.59
H 0.06 1.06 -2.11
C -3.35 2.15 2.81
H -0.94 -3.81 -7.97
H -5.27 2.79 3.48
C -1.12 -3.74 -5.83
H -0.56 3.20 -0.24
C -5.28 2.22 1.42
C 4.00 -3.27 0.11
S 0.27 -2.56 1.41
H 1.81 2.53 5.23
C 0.68 1.13 6.22
H 2.71 3.91 -2.71
C -0.01 3.07 -2.80
S 2.20 1.72 2.67
C 0.01 -0.05 6.09
N -6.68 2.54 1.23
N 1.36 1.62 5.17
H -0.92 -2.19 -1.25
H 2.27 -2.95 -2.91
F 3.68 -4.42 -0.47
H 2.95 3.43 -1.04
O 0.89 -1.51 -1.73
O -2.82 1.38 -1.79
C -2.51 1.60 1.77
H -2.85 -1.58 -2.30
H 1.83 1.94 -4.40
O -7.17 2.34 0.13
C 2.75 -2.47 0.54
O -1.56 0.05 -0.54
H -0.54 -0.48 6.90
H 2.62 -3.53 -4.55
N 0.71 -0.14 3.80
C -0.44 -2.68 -3.33
O -3.52 2.33 5.09
H 0.80 4.66 -1.63
C -4.69 2.41 2.66
C -0.14 -2.10 -2.01
C 0.58 -3.00 -4.25
H -0.75 1.50 -4.88
H -2.90 -3.28 -1.84
H -0.63 0.05 -4.13
C 2.35 3.22 -1.94
H -3.87 -2.71 -3.19
C -1.47 -4.33 -7.16
H -1.18 -5.38 -7.20
H 3.37 0.98 -0.66
C 0.88 3.57 -1.66
H 2.37 -1.81 -4.23
H -0.44 -1.59 4.62
C 1.63 1.37 -3.49
O -1.65 2.87 4.17
F 4.76 -3.54 1.18
C 1.36 1.02 3.94
C -3.20 1.42 0.52
H -2.54 -4.26 -7.36
N 0.42 2.99 -0.39
H 0.70 1.70 7.13
C 2.04 -2.82 -3.96
O 2.79 -1.25 0.54
H 2.67 -0.11 -1.64
*
```

Löwdin population analysis, charges in e, atoms 1 to 6: -0.01 -0.02 0.12 -0.08 0.14 0.10

=====

Computed, not measured: C29H34IN5O4S4Sm as an isolated structure at a distorted geometry, with wB97M-V/def2-TZVPD.

Results
Calculated total energy (a.u.): -4248.70488
Frontier orbital gap (alpha / beta) (eV): 7.4572 / 7.4730
Relative energy (zero: lowest compared OMol25 entry of this formula, charge and spin) (kcal per mole): 2.5

ORCA input file:
```
! RIJCOSX wB97M-V def2-TZVPD def2/J DEFGRID3
* xyz 1 6
H -2.13 0.31 -4.88
H 4.28 -2.58 -2.72
O 1.38 0.78 1.30
S -2.01 1.36 -1.40
H -0.01 -6.43 -1.15
H 1.73 3.22 -3.37
H -4.66 -1.97 -1.31
H 1.19 -5.15 -1.40
C 0.21 1.77 -3.81
C 0.48 3.61 -0.88
H -2.35 -0.93 -3.65
H -2.93 2.05 -3.49
C 4.90 -0.13 1.59
C -2.56 -1.05 3.51
C -2.83 1.08 -2.98
C -2.99 -3.98 -1.62
H -2.31 -2.18 6.70
C 2.41 -1.63 -1.99
H -2.07 -5.89 -1.82
C -4.07 -1.32 5.81
C 3.31 -0.76 -0.22
H 6.24 0.39 3.18
C 4.23 1.14 3.50
C 0.15 3.64 0.61
O 0.49 -2.86 -0.04
C -2.75 -2.65 -1.18
H -3.14 3.43 -1.31
O -2.25 -0.36 1.25
H -0.63 2.40 -3.52
C -2.00 -1.61 4.65
C 3.71 -2.00 -2.02
H 4.46 1.60 4.45
O -0.53 -1.28 2.28
S -0.24 0.05 -3.43
N -1.55 -2.28 -0.76
C -3.88 -0.63 3.53
C 2.96 1.22 2.99
N 2.16 -0.85 -0.87
H 5.23 -1.52 -0.61
S 1.42 2.11 -1.28
C 1.47 2.20 -3.08
H 0.62 -5.50 0.23
H 1.09 4.48 -1.13
C -3.12 2.56 -0.65
H 1.06 3.51 1.20
H -3.95 -4.29 -2.01
H -3.49 -0.87 -0.63
C 3.60 -0.06 1.06
H -0.43 3.63 -1.49
N -3.70 -1.71 -1.17
C -2.62 2.94 0.76
Sm -0.01 -0.46 0.28
H 2.17 1.74 3.52
I -5.21 -1.53 7.54
N 4.27 -1.44 -0.89
C 5.23 0.46 2.79
C 2.62 0.64 1.76
H -4.31 -0.19 2.64
H -4.13 2.16 -0.60
H -0.96 -1.93 4.63
H -3.83 0.68 -2.82
C -1.97 -4.85 -1.51
H 1.64 -1.86 -2.70
H 5.68 -0.66 1.07
H -0.28 4.61 0.87
H 0.34 1.85 -4.89
H 2.32 1.57 -3.37
S -0.97 2.36 1.24
C -1.75 -0.89 2.28
C 0.33 -5.46 -0.82
C -0.57 -3.19 -0.58
N -0.77 -4.50 -0.99
H -2.64 4.02 0.90
C -2.00 0.09 -3.82
C -4.65 -0.76 4.68
H -3.27 2.50 1.51
H -5.68 -0.43 4.70
C -2.75 -1.75 5.81
*
```

Löwdin population analysis, charges in e, atoms 1 to 6: 0.08 0.12 -0.40 0.78 0.10 0.09

=====

Computed, not measured: C29H34N5O5ReSSe2Si as an isolated structure at a distorted geometry, with wB97M-V/def2-TZVPD.

Results
Calculated total energy (a.u.): -7343.99867
Frontier orbital gap (alpha / beta) (eV): 5.1405 / 5.7116
Relative energy (zero: lowest compared OMol25 entry of this formula, charge and spin) (kcal per mole): 95.3

ORCA input file:
```
! RIJCOSX wB97M-V def2-TZVPD def2/J DEFGRID3
* xyz 1 2
C -0.97 2.74 -3.75
Se -1.83 1.75 3.58
C 2.26 0.82 1.43
H 3.61 -6.20 0.95
O 3.12 -1.62 -2.70
N 3.91 -3.78 1.22
O 1.37 -3.60 -4.09
H -4.34 1.82 -2.92
H -4.97 2.46 1.89
H -4.94 -0.43 -0.68
Re -0.39 0.91 -0.05
N 0.95 0.55 1.55
H -1.69 2.05 -4.16
H 1.39 4.96 -4.74
N -1.65 2.05 -1.52
H -2.72 5.85 0.83
C -2.56 4.78 0.77
Se -1.35 -0.36 2.78
C 0.76 4.38 -4.08
C -0.17 3.49 -4.60
H 0.98 -0.78 4.63
C 2.83 -6.34 1.69
C -2.42 4.01 2.00
H 2.57 1.25 0.48
C -4.20 0.11 -0.08
H 0.21 3.87 -0.77
H 0.50 -4.30 2.97
N -1.68 2.14 0.73
H 0.83 -6.02 3.24
H 4.41 -4.82 2.98
H 3.41 -0.21 4.42
H -5.94 2.07 -2.24
C 4.90 -4.36 2.12
C 0.82 -5.22 2.51
C -2.55 4.15 -0.41
H -2.21 1.44 -2.10
H -6.34 2.44 0.78
C 0.97 -0.86 -1.90
C 0.53 -0.03 2.69
H -0.28 3.39 -5.67
C -0.37 -1.18 -2.15
H 5.54 -3.56 2.49
C 1.92 -1.67 -2.68
H -3.23 -0.34 -0.30
C 1.02 -2.64 -3.49
C 0.11 3.76 -1.84
C 0.90 4.51 -2.70
O -1.40 -2.42 -3.98
H 4.21 0.83 2.29
H 2.09 -7.04 1.29
H 4.71 -1.85 0.90
O 1.19 0.06 -1.04
C -5.30 2.77 0.89
H 1.62 5.20 -2.29
H 5.34 -3.15 -0.14
C 4.44 -2.76 0.34
H -5.28 3.85 0.83
H -4.81 3.42 -2.33
C -4.89 2.35 -2.13
C -2.44 2.67 -0.41
C 3.17 0.58 2.44
H -4.43 -0.07 0.97
H 5.52 -5.10 1.63
C 2.72 0.00 3.61
H 3.27 -6.79 2.59
H -2.64 4.47 2.95
C -0.45 -2.15 -3.30
H 3.72 -2.49 -0.42
H 0.11 -5.47 1.71
S 1.48 -2.68 1.03
C 2.58 -3.91 1.43
H -2.70 4.67 -1.35
Si -4.29 1.94 -0.42
O -1.28 -0.63 -1.49
C -0.83 2.88 -2.38
C 1.38 -0.32 3.74
C -1.99 2.74 1.95
N 2.17 -5.07 1.98
*
```

Löwdin population analysis, charges in e, atoms 1 to 6: -0.01 0.74 -0.10 0.09 0.13 -0.21

=====

Computed, not measured: a 2-piece molecular cluster, C29H35BO2 overall at a distorted geometry, with wB97M-V/def2-TZVPD.

Results
Calculated total energy (a.u.): -1301.34392
Frontier orbital gap (eV): 4.6726

ORCA input file:
```
! RIJCOSX wB97M-V def2-TZVPD def2/J DEFGRID3
* xyz 0 1
H -3.72 -1.84 4.01
O -1.16 0.22 1.49
H 7.33 4.64 2.07
O -0.99 0.10 3.87
C 1.73 -0.21 1.32
C -2.99 -1.13 4.43
C 4.21 5.19 0.85
H -0.34 -2.21 2.50
H -0.95 4.11 1.66
H 1.38 -0.26 4.70
C 5.56 5.41 1.13
H 3.68 5.85 0.15
H -3.54 1.27 1.23
C -0.21 2.32 2.56
H 6.05 6.29 0.72
H -2.21 3.11 2.42
H 1.57 2.30 3.70
H -2.11 -2.16 0.82
H -0.64 -2.52 4.23
C -0.15 4.53 -1.71
C 1.15 -0.02 2.57
C 0.68 3.80 -0.87
H 1.71 6.37 1.18
H 1.19 0.08 0.42
C -1.12 -2.25 3.28
C -1.27 3.07 1.85
H -1.82 -3.06 3.03
C -1.31 6.64 -2.40
H 2.06 2.58 0.99
C 3.02 -0.77 1.22
C 0.90 2.89 3.07
H 0.23 7.64 -0.35
C 0.35 6.56 -0.48
H -2.60 -1.55 5.35
H -0.66 4.01 -2.52
H -1.50 2.59 0.89
H 6.18 2.63 3.05
H 3.65 -1.23 4.54
C 3.12 -0.96 3.62
H 3.46 -0.89 0.23
H -4.39 0.25 2.41
C 6.27 4.48 1.90
C -1.86 -0.93 3.43
H 1.03 3.97 3.10
B -0.39 0.63 2.66
C 3.71 -1.14 2.37
H -1.15 6.33 -3.43
C 5.63 3.36 2.45
C -0.35 5.90 -1.51
H -3.50 -0.19 4.65
H -3.76 -1.88 1.44
H -1.15 7.72 -2.32
C 1.19 5.85 0.37
C 1.38 4.45 0.18
H 0.85 2.73 -1.02
C -2.34 -0.35 2.00
C 1.83 -0.40 3.72
C 4.27 3.15 2.22
C 3.54 4.04 1.38
H 3.74 2.28 2.62
C -2.86 -1.40 1.03
H -2.36 6.44 -2.14
H 4.71 -1.56 2.29
C -3.42 0.71 2.17
H -3.17 1.42 2.97
C 2.24 3.65 0.99
H -3.14 -0.91 0.09
*
```

Löwdin population analysis, charges in e, atoms 1 to 6: 0.09 0.03 0.11 0.05 -0.07 -0.02

=====

Computed, not measured: C29H35Br3F5HoN2S as an isolated structure at a distorted geometry, with wB97M-V/def2-TZVPD.

Results
Calculated total energy (a.u.): -10803.16550
Frontier orbital gap (alpha / beta) (eV): 7.9672 / 7.9781
Relative energy (zero: lowest compared OMol25 entry of this formula, charge and spin) (kcal per mole): 0.0

ORCA input file:
```
! RIJCOSX wB97M-V def2-TZVPD def2/J DEFGRID3
* xyz 0 5
H -2.87 -2.24 3.00
C -0.68 -0.87 -2.64
H -2.18 0.93 0.42
H -3.42 -1.73 -2.81
C 0.13 0.27 -2.92
C -0.61 1.42 -2.57
F 1.44 -6.61 -0.14
C 0.77 -1.26 3.84
H -2.50 1.64 2.79
C 2.53 -3.15 -0.03
H 0.78 3.09 -2.55
C -0.46 1.19 3.29
H 0.58 -2.62 -3.00
C -1.85 1.00 -2.03
H -1.13 -2.97 -2.86
C 2.58 -4.54 -0.02
H 5.84 2.12 -0.87
H -0.91 3.57 -2.61
H 2.07 -0.52 -3.52
C -2.09 -1.52 2.71
H -0.15 2.90 -4.04
H 1.01 -0.07 -4.85
C -2.66 -0.62 1.63
N -1.74 0.45 1.20
Br 4.84 0.34 0.52
F -1.00 -2.59 -0.41
H 3.02 4.13 2.15
C 1.41 -5.27 -0.15
H -0.86 0.69 4.17
C -1.55 1.47 2.25
H -0.93 3.07 -0.55
H 1.82 1.17 -3.92
H -0.08 2.16 3.63
H 1.77 -1.52 4.21
C 0.14 4.58 0.44
H -0.51 -2.20 -4.31
H -1.29 2.39 1.75
N -0.88 -2.16 2.24
C 1.32 0.21 -3.83
F 3.74 -5.20 0.10
Br 1.55 6.67 1.78
C -1.90 -0.41 -2.08
H -2.77 2.65 -0.90
C -0.42 -2.23 -3.22
H -3.97 -0.69 -1.52
C 0.16 -2.49 3.19
Ho 0.28 -0.15 -0.30
H -0.56 5.35 0.17
C 0.81 2.19 0.34
H -3.36 2.46 -2.53
F -0.95 -5.30 -0.40
H 0.21 -0.94 4.72
H 4.54 2.79 0.17
C 1.26 4.88 1.20
C -3.00 1.90 -1.66
H -0.18 -3.17 4.00
C -0.20 2.81 -2.95
C 4.84 1.98 -0.48
H -2.92 -1.21 0.75
H -3.59 -0.17 2.01
H -1.13 -3.00 1.73
C -3.11 -1.27 -1.87
C 0.23 -3.22 -0.28
H -3.85 1.32 -1.29
H 2.65 1.85 1.43
H -2.97 -2.09 -1.17
C 1.35 -2.44 -0.16
C 1.92 2.59 1.12
Br 3.61 1.94 -1.96
C 2.15 3.89 1.55
F 3.71 -2.52 0.11
C -0.05 3.26 0.03
H -1.87 -0.94 3.61
S 0.97 0.19 2.77
H 0.93 -3.03 2.63
C 0.19 -4.61 -0.28
*
```

Löwdin population analysis, charges in e, atoms 1 to 6: 0.13 -0.35 0.07 0.09 -0.34 -0.28